13
Properties=species:S:1:pos:R:3:nbo_charge:R:1 method="wB97M-V/def2-TZVPD" homo_ev=-22.70 total_charge=+2 e_lumo_ev=-10.84 relative_energy_kcal_mol=0.0
O 0.39094 -0.10036 -3.17540 -0.2892
C 0.23067 -0.04132 -2.07583 0.4236
Be -0.06392 0.04643 0.18036 1.3269
O -2.11937 2.10689 -0.28862 -0.2521
C -1.30414 1.29441 -0.15494 0.3599
C -0.21188 0.03739 1.91114 0.3410
O -0.33005 0.05114 3.05663 -0.2319
C 1.28460 1.30180 0.14086 0.3694
O 2.10695 2.10723 0.19496 -0.2588
C -1.28039 -1.31016 -0.09237 0.3693
O -2.06938 -2.14554 -0.18486 -0.2589
O 2.09569 -2.08316 0.28982 -0.2689
C 1.27027 -1.26476 0.19825 0.3697